Record 1
Density functional theory data (ωB97M-V with the def2-TZVPD basis set) for C34H57N3O3SiYb as an isolated structure in a non-equilibrium geometry.

```
! wB97M-V def2-TZVPD RIJCOSX def2/J DEFGRID3
* xyz 1 2
O 0.828 -2.145 -0.427
O -0.992 -1.522 -3.716
C 1.941 -2.417 -1.327
C 2.994 -3.233 -0.608
H 2.307 -1.454 -1.681
H 1.569 -2.951 -2.220
H 3.237 -2.794 0.372
H 3.908 -3.262 -1.202
H 2.632 -4.252 -0.472
C -0.115 -3.245 -0.202
C -0.174 -4.275 -1.317
H -1.098 -2.761 -0.073
H 0.217 -3.718 0.741
H -0.365 -3.813 -2.307
H -0.997 -4.963 -1.134
H 0.739 -4.878 -1.374
C -2.451 -1.707 -3.312
C -0.566 -1.184 -5.116
C -2.972 -3.076 -3.675
H -3.022 -0.886 -3.769
H -2.449 -1.598 -2.237
H -2.844 -3.277 -4.746
H -4.042 -3.101 -3.425
H -2.506 -3.864 -3.083
C -1.210 -2.036 -6.179
H 0.516 -1.339 -5.102
H -0.767 -0.116 -5.248
H -1.021 -3.105 -6.024
H -0.759 -1.749 -7.146
H -2.285 -1.844 -6.262
H -0.626 -0.501 -3.173
N 1.664 0.993 2.025
C 1.579 2.240 2.452
C 0.497 3.086 2.199
C -0.816 2.673 1.983
C 2.763 2.815 3.216
H 3.677 2.852 2.588
H 2.987 2.204 4.122
H 2.520 3.830 3.537
C -1.874 3.774 1.946
H -2.449 3.783 2.890
H -2.558 3.647 1.080
H -1.385 4.756 1.839
N -1.177 1.398 1.840
C 2.760 0.143 2.265
C 3.716 -0.060 1.246
C 3.597 0.643 -0.072
C 4.828 -0.886 1.496
H 5.574 -1.041 0.707
C 4.979 -1.441 2.791
H 5.839 -2.051 2.988
C 4.025 -1.204 3.769
H 4.152 -1.643 4.763
C 2.923 -0.437 3.543
C 1.954 -0.185 4.659
C -2.474 0.959 2.203
C -3.411 0.512 1.224
C -3.137 0.744 -0.213
C -4.612 -0.067 1.626
H -5.301 -0.419 0.878
C -4.955 -0.139 2.966
H -5.890 -0.528 3.306
C -4.068 0.349 3.932
H -4.310 0.325 4.992
C -2.828 0.853 3.582
C -1.854 1.292 4.651
Yb 0.234 -0.317 0.801
H 3.358 -0.069 -0.859
H 4.565 1.099 -0.341
H 2.844 1.468 -0.054
H 1.232 0.613 4.412
H 2.474 0.091 5.573
H 1.340 -1.086 4.883
H -3.532 -0.087 -0.809
H -2.073 0.876 -0.429
H -3.617 1.672 -0.573
H -0.845 0.873 4.484
H -2.185 0.925 5.637
H -1.770 2.397 4.685
H 0.683 4.145 2.275
C -0.125 0.444 -2.414
Si 0.179 2.362 -2.613
H 0.845 -0.060 -2.076
H -0.842 0.198 -1.614
C 1.490 2.480 -3.935
C 0.722 3.593 -1.237
C -1.407 2.987 -3.326
H -1.985 2.146 -3.733
H -1.160 3.666 -4.158
H -2.031 3.535 -2.611
H 2.496 2.237 -3.567
H 1.499 3.479 -4.362
H 1.228 1.757 -4.723
H 1.552 3.248 -0.590
H -0.121 3.923 -0.595
H 1.097 4.525 -1.740
O -1.262 -2.168 4.463
C -0.906 -1.946 3.350
N -0.542 -1.706 2.221
*
```

Results
energy above the lowest of the compared OMol25 structures with the same formula, charge and spin: 163.6 kJ/mol
orbital gap (spin up / spin down): 7.964 / 6.768 eV
HOMO level (spin up / spin down): -0.375 / -0.375 hartree

***

Record 2
Density functional theory data (ωB97M-V with the def2-TZVPD basis set) for a 3-piece molecular cluster, C34H57N4O7S2 overall in a non-equilibrium geometry.

```
! wB97M-V def2-TZVPD RIJCOSX def2/J DEFGRID3
* xyz 1 1
C 4.888 0.667 2.318
C 5.223 1.105 0.839
C 4.026 1.726 0.158
C 3.630 3.040 0.577
C 4.405 3.811 1.626
C 3.706 5.085 2.150
C 4.467 5.541 3.449
C 3.693 6.272 1.135
C 2.513 3.587 -0.010
C 1.839 2.816 -0.994
C 0.563 3.392 -1.637
C 0.392 2.750 -3.038
C -0.607 3.509 -3.960
N -1.857 3.890 -3.281
C -1.881 5.320 -2.965
C -3.294 5.832 -2.649
C -4.361 4.971 -2.444
C -5.603 5.522 -2.169
C -5.795 6.891 -2.101
C -4.713 7.736 -2.292
C -3.466 7.210 -2.564
O -2.359 8.040 -2.763
N 2.235 1.639 -1.391
N 3.306 1.157 -0.794
C 3.720 -0.189 -1.270
C 3.117 -1.294 -0.382
C 3.341 -2.680 -1.038
S 1.755 -3.466 -1.551
C 1.854 -5.088 -0.749
S 3.134 -6.073 -0.943
N 0.757 -5.412 0.079
C 1.159 -6.145 1.301
C 0.051 -5.877 2.379
C -0.365 -6.101 -0.635
C -0.083 -6.521 -2.086
H 5.434 1.303 3.022
H 3.828 0.902 2.493
H 5.113 -0.386 2.497
H 5.962 1.914 0.938
H 5.720 0.318 0.273
H 4.677 3.203 2.495
H 5.358 4.129 1.160
H 2.688 4.845 2.487
H 5.280 4.851 3.716
H 4.915 6.534 3.346
H 3.784 5.582 4.308
H 4.215 7.164 1.487
H 4.107 5.938 0.173
H 2.645 6.578 0.985
H 2.139 4.564 0.274
H 0.671 4.480 -1.670
H -0.242 3.056 -0.965
H 0.117 1.689 -2.977
H 1.384 2.783 -3.516
H -0.875 2.827 -4.779
H -0.067 4.378 -4.356
H -2.025 3.324 -2.460
H -1.502 5.944 -3.780
H -1.282 5.499 -2.047
H -4.241 3.892 -2.482
H -6.487 4.907 -1.991
H -6.767 7.341 -1.913
H -4.823 8.819 -2.228
H -1.817 7.909 -1.973
H 4.800 -0.263 -1.413
H 3.274 -0.322 -2.264
H 3.422 -1.231 0.670
H 2.029 -1.114 -0.393
H 3.836 -3.394 -0.375
H 3.894 -2.526 -1.973
H 2.079 -5.696 1.684
H 1.261 -7.220 1.099
H -0.548 -6.789 2.497
H -0.592 -5.063 2.027
H 0.527 -5.615 3.330
H -1.208 -5.393 -0.655
H -0.677 -6.987 -0.069
H 0.775 -7.193 -2.195
H 0.027 -5.665 -2.765
H -0.961 -7.087 -2.431
C -2.160 -1.836 6.874
O -2.489 -1.192 5.640
C -1.959 -1.766 4.564
O -1.255 -2.741 4.553
O -2.343 -1.071 3.489
C -1.844 -1.584 2.255
H -2.648 -1.278 7.667
H -2.531 -2.860 6.883
H -1.084 -1.819 7.041
H -2.204 -2.598 2.086
H -0.755 -1.560 2.239
H -2.222 -0.941 1.464
C -6.195 -9.061 -0.541
O -5.122 -8.255 -1.034
C -5.478 -7.013 -1.362
O -6.581 -6.546 -1.277
O -4.389 -6.374 -1.803
C -4.624 -5.021 -2.194
H -5.780 -10.039 -0.312
H -6.612 -8.633 0.368
H -6.968 -9.176 -1.299
H -4.980 -4.433 -1.349
H -5.336 -4.976 -3.016
H -3.673 -4.615 -2.530
*
```

Results
orbital gap: 6.334 eV
HOMO level: -0.378 hartree